i) DFT (wB97M-V/def2-TZVPD) results for a 14-piece molecular cluster, C48H136N12O14 overall.

Summary:
Kohn-Sham gap, eV: 9.1
E_HOMO, eV: -8.88

Geometry as XYZ:
```
210
C48H136N12O14 | OMol25 | wB97M-V/def2-TZVPD
O -3.8346 0.0038 2.6284
H -3.7981 -0.7950 2.1022
H -4.7280 0.3270 2.5123
O -0.6262 4.0788 4.0065
H -0.8388 3.2455 3.5863
H -0.1208 3.8346 4.7818
C 2.5457 2.4533 -5.7893
C 1.3673 1.5555 -5.6164
C -0.0146 2.1985 -5.7031
O -0.3968 2.7901 -4.4736
C -1.7344 3.4646 -4.4952
N 1.4305 0.5128 -6.6291
H 3.0273 2.6834 -6.7396
H 3.3205 1.9549 -5.2068
H 2.4525 3.3895 -5.2388
H 1.5661 1.0418 -4.6758
H -0.7606 1.4141 -5.8305
H -0.0994 2.8534 -6.5704
H -2.0380 4.0876 -3.6540
H -2.5807 2.8566 -4.8151
H -1.7558 4.2290 -5.2719
H 0.5534 0.0252 -6.7427
H 2.1887 -0.1027 -6.3714
C 0.5359 5.5685 -1.6182
C -0.3573 5.4927 -0.4264
C 0.3151 5.1300 0.8858
O 1.2479 6.1206 1.2628
C 2.0979 5.6750 2.3549
N -1.2574 6.6021 -0.2213
H -0.0010 5.8749 -2.5159
H 1.0452 4.6122 -1.7375
H 1.4020 6.2241 -1.5275
H -0.9946 4.6395 -0.6590
H 0.7497 4.1509 0.6843
H -0.3628 4.9871 1.7273
H 1.4763 5.3821 3.2010
H 2.7169 6.4576 2.7936
H 2.7693 4.8574 2.0926
H -0.8241 7.3632 -0.7244
H -0.9988 6.8311 0.7278
C -3.0158 -1.7161 -0.7606
C -3.9474 -2.7179 -0.1725
C -3.5559 -4.1990 -0.5472
O -2.2879 -4.5919 0.0366
C -1.9405 -5.9503 -0.0804
N -3.9672 -2.5505 1.2738
H -3.5272 -0.7749 -0.9620
H -2.8378 -2.0759 -1.7740
H -2.1390 -1.5893 -0.1255
H -4.9627 -2.6242 -0.5577
H -3.4935 -4.3670 -1.6224
H -4.3381 -4.8493 -0.1555
H -2.7691 -6.5995 0.2025
H -1.0860 -6.2371 0.5326
H -1.6551 -6.1854 -1.1058
H -3.1299 -2.9095 1.7097
H -4.6375 -3.2012 1.6577
C -0.1037 -0.4656 1.9539
C -0.1156 1.0596 1.7420
C -0.7601 1.5342 0.4467
O 0.1537 1.0867 -0.5793
C -0.3097 1.0535 -1.9118
N -0.8345 1.6062 2.8442
H -1.0488 -0.9936 1.8265
H 0.2924 -0.6461 2.9533
H 0.5605 -0.9460 1.2355
H 0.9055 1.4405 1.7569
H -0.8839 2.6141 0.3656
H -1.7560 1.1090 0.3223
H -0.9244 0.1628 -2.0419
H 0.4950 1.1018 -2.6455
H -0.9119 1.9419 -2.1023
H -1.7950 1.3867 2.6219
H -0.6378 1.0914 3.6906
C -3.1134 1.9467 5.8238
C -4.6272 2.0671 5.9863
C -5.1359 1.3728 7.2810
O -5.0001 -0.0033 7.1199
C -5.3287 -0.8129 8.2894
N -4.9264 3.4851 5.9372
H -2.5734 2.2859 6.7078
H -2.6945 2.5880 5.0483
H -2.8523 0.9033 5.6469
H -5.1528 1.6584 5.1233
H -6.1203 1.6813 7.6329
H -4.5299 1.4898 8.1793
H -4.7511 -0.5339 9.1706
H -5.0926 -1.8739 8.2081
H -6.4058 -0.7323 8.4361
H -4.6114 3.8496 5.0495
H -5.9191 3.6057 6.0788
C 6.7857 2.8628 0.1439
C 5.3210 2.5656 -0.1449
C 5.2088 2.0662 -1.6386
O 3.8937 2.0877 -1.9973
C 3.2293 3.3330 -2.2925
N 4.9643 1.5139 0.8099
H 6.9726 2.9719 1.2122
H 7.0082 3.8129 -0.3418
H 7.4351 2.1042 -0.2933
H 4.6930 3.4417 0.0167
H 5.4944 1.0172 -1.7169
H 5.8401 2.6179 -2.3353
H 3.7510 3.9496 -3.0244
H 3.0761 3.7866 -1.3133
H 2.3100 2.9490 -2.7347
H 4.1080 1.0965 0.4742
H 5.6152 0.7547 0.6687
C -0.8960 -0.9137 -9.2192
C -1.0821 -2.3377 -8.6637
C -1.8486 -2.3743 -7.2913
O -1.2078 -1.6123 -6.2708
C -2.1075 -1.3518 -5.1747
N -1.6439 -3.1547 -9.7582
H -0.4266 -0.2606 -8.4834
H -1.8972 -0.5328 -9.4203
H -0.3041 -0.9736 -10.1325
H -0.0616 -2.6825 -8.4970
H -2.0186 -3.3872 -6.9263
H -2.7934 -1.8763 -7.5095
H -2.4120 -2.2011 -4.5631
H -3.0475 -0.9723 -5.5752
H -1.6152 -0.6387 -4.5135
H -2.6270 -2.9530 -9.8715
H -1.2175 -2.7582 -10.5835
C 2.2365 -5.8716 4.1395
C 2.0553 -4.6545 3.2736
C 1.5052 -3.3852 3.8995
O 0.2655 -3.6115 4.5761
C -0.8456 -3.7714 3.8285
N 3.3052 -4.2987 2.6664
H 1.3128 -6.1343 4.6551
H 2.7879 -5.6078 5.0419
H 2.7251 -6.7055 3.6357
H 1.3463 -4.9095 2.4859
H 1.3652 -2.5824 3.1757
H 2.2650 -3.0540 4.6074
H -1.1062 -2.8302 3.3444
H -1.7775 -3.9238 4.3731
H -0.8028 -4.6164 3.1414
H 3.9339 -4.0963 3.4305
H 3.1004 -3.4728 2.1223
C -1.4040 0.8358 9.6713
C -0.0033 0.6606 9.0588
C -0.0373 0.4642 7.5532
O 1.2892 0.2449 6.9752
C 1.2135 0.1883 5.5511
N 0.7953 1.8126 9.4503
H -1.9035 1.7316 9.3023
H -1.5153 0.9529 10.7493
H -2.0289 0.0075 9.3374
H 0.2597 -0.3208 9.4534
H -0.4335 1.3924 7.1414
H -0.7118 -0.3514 7.2924
H 0.4431 -0.4770 5.1612
H 2.2237 -0.1197 5.2814
H 1.0557 1.1530 5.0688
H 1.7499 1.8453 9.1221
H 0.9327 1.7971 10.4508
C -5.8242 2.6393 1.8566
C -6.4076 1.4530 1.1049
C -5.6198 1.0506 -0.1520
O -5.3682 2.0747 -1.1481
C -4.3489 1.6743 -2.0580
N -6.4997 0.2399 1.9106
H -5.9409 3.4465 1.1334
H -4.8197 2.5207 2.2627
H -6.4856 2.8758 2.6901
H -7.4321 1.7359 0.8629
H -6.1615 0.2306 -0.6233
H -4.6533 0.6723 0.1810
H -4.6032 0.6970 -2.4682
H -3.3317 1.8203 -1.6945
H -4.3535 2.3470 -2.9156
H -6.7891 -0.5808 1.3981
H -7.1871 0.4138 2.6299
C 4.8463 -2.6374 -6.6009
C 4.9980 -1.2161 -5.9960
C 4.7670 -1.1335 -4.5203
O 3.4314 -1.4607 -4.3088
C 2.8276 -0.9174 -3.1362
N 6.3415 -0.7335 -6.3691
H 4.8332 -2.5969 -7.6901
H 3.9923 -3.1192 -6.1247
H 5.7323 -3.2194 -6.3476
H 4.3192 -0.5196 -6.4880
H 4.9493 -0.1118 -4.1870
H 5.4254 -1.8164 -3.9834
H 3.4154 -1.2881 -2.2966
H 1.7849 -1.2084 -3.0090
H 2.9483 0.1646 -3.1899
H 6.9974 -1.3526 -5.9146
H 6.5558 0.1572 -5.9439
C 5.5303 -4.3619 -3.4196
C 5.0694 -4.0420 -1.9926
C 3.5601 -4.2250 -1.8365
O 3.2031 -3.7511 -0.5590
C 1.8482 -3.4675 -0.3706
N 5.7293 -4.8619 -1.0066
H 4.8438 -3.9648 -4.1674
H 5.5337 -5.4378 -3.5938
H 6.4800 -3.9092 -3.7046
H 5.3894 -3.0788 -1.5950
H 3.2193 -5.2591 -1.7851
H 3.0584 -3.7114 -2.6566
H 1.5115 -2.5211 -0.7937
H 1.6849 -3.2404 0.6829
H 1.1496 -4.2222 -0.7317
H 5.6274 -5.8635 -1.0879
H 5.2401 -4.6722 -0.1435
```

ii) DFT (wB97M-V/def2-TZVPD) results for a 14-piece molecular cluster, C48H136N12O14 overall.

Summary:
Kohn-Sham gap, eV: 8.5
E_HOMO, eV: -8.55

Geometry as XYZ:
```
210
C48H136N12O14 | OMol25 | wB97M-V/def2-TZVPD
O 20.5409 12.4721 17.2668
H 21.4728 12.7692 17.5721
H 20.0859 13.3196 17.1763
O 23.8938 17.4755 13.0420
H 24.3159 18.1635 12.5485
H 24.5731 16.8295 13.2296
C 13.1940 18.0520 17.5489
C 13.5527 19.1579 16.6226
C 14.8991 18.9895 15.9406
O 15.9229 18.9627 16.9277
C 17.1713 18.5884 16.4062
N 12.5078 19.1673 15.5284
H 13.9792 18.0187 18.3357
H 13.2031 17.1208 17.0032
H 12.2907 18.2823 18.0786
H 13.4347 20.0917 17.1569
H 15.1434 19.7997 15.2522
H 14.8214 18.0421 15.3798
H 17.7347 18.5146 17.3241
H 17.6484 19.3501 15.7699
H 17.1363 17.6320 15.8534
H 12.6630 19.9474 14.8620
H 11.5980 19.3809 15.8909
C 11.7801 12.4848 18.2301
C 11.8624 13.3365 19.4726
C 12.6041 14.6037 19.1714
O 13.8904 14.4159 18.5556
C 14.7689 13.7640 19.4560
N 10.6204 13.7786 20.0176
H 11.1970 11.5747 18.4162
H 12.7504 12.1599 17.8774
H 11.3194 13.0328 17.4020
H 12.3591 12.8482 20.3142
H 12.7010 15.2942 20.0330
H 12.0293 15.1509 18.4261
H 14.6354 14.1231 20.5020
H 15.7620 13.9066 19.0698
H 14.5871 12.6894 19.4082
H 10.0350 14.1362 19.2465
H 10.1107 13.0142 20.4068
C 13.4578 13.7489 13.7655
C 13.4554 13.6471 15.2898
C 14.4037 12.5819 15.7745
O 14.1664 11.3214 15.1122
C 15.3231 10.8639 14.4644
N 13.9447 14.9725 15.7568
H 13.4036 12.7600 13.3105
H 14.3608 14.2366 13.3940
H 12.5935 14.3283 13.3977
H 12.4868 13.3625 15.6632
H 14.3243 12.5094 16.8716
H 15.4322 12.8696 15.5823
H 15.7611 11.5495 13.7675
H 15.0688 9.9613 13.9403
H 16.1594 10.5492 15.1247
H 13.8827 15.0407 16.7535
H 13.3638 15.6583 15.3403
C 21.8525 15.1432 19.7464
C 22.9063 15.2185 18.5960
C 24.1713 15.9249 19.0390
O 25.1401 15.9064 17.9339
C 26.3089 16.5609 18.3778
N 23.1338 13.8545 18.0696
H 20.8681 14.8720 19.3094
H 21.8607 16.0919 20.2545
H 22.0992 14.3598 20.4081
H 22.5362 15.7968 17.7431
H 24.6272 15.4216 19.8979
H 24.0763 16.9496 19.3073
H 26.6537 16.0231 19.2856
H 26.0719 17.6191 18.6159
H 27.0949 16.4830 17.6406
H 23.8757 13.9099 17.4159
H 23.4654 13.2154 18.7954
C 15.5569 10.4703 23.8552
C 16.4630 10.9579 22.6922
C 16.9135 12.3418 22.9178
O 17.2093 12.9377 21.6290
C 17.5409 14.2994 21.7514
N 17.4768 9.9347 22.4563
H 16.1331 10.5596 24.7420
H 15.1417 9.4707 23.7115
H 14.7308 11.2162 23.9870
H 15.6952 10.9221 21.8807
H 17.8099 12.3606 23.5775
H 16.1872 13.0116 23.4484
H 18.4258 14.4419 22.3354
H 16.7538 14.9104 22.2788
H 17.7147 14.7306 20.7538
H 17.9289 10.0647 21.5398
H 18.1965 9.9405 23.1568
C 20.0693 20.3504 14.1223
C 19.5569 19.7244 12.8231
C 20.7129 19.4409 11.7669
O 20.0225 19.1155 10.5758
C 20.6373 18.1352 9.7782
N 18.7042 18.5768 13.1068
H 20.9612 19.8436 14.4855
H 19.2593 20.2066 14.8491
H 20.1878 21.4205 13.9723
H 18.9616 20.4129 12.2445
H 21.2903 18.5648 12.0959
H 21.4210 20.2979 11.6170
H 21.0233 17.2797 10.3355
H 21.4389 18.4758 9.1498
H 19.8397 17.7503 9.1682
H 18.3260 18.3670 12.1953
H 19.3032 17.7378 13.3712
C 13.3345 17.3428 12.1890
C 14.6807 18.0705 12.4261
C 15.6112 17.0800 13.1589
O 15.8224 15.9018 12.2767
C 17.1789 15.5624 12.2091
N 15.2346 18.5080 11.1764
H 12.7946 17.2466 13.1544
H 13.4744 16.3713 11.7450
H 12.6528 17.9574 11.5540
H 14.4509 19.0292 12.9851
H 15.1271 16.7225 14.0679
H 16.6615 17.3907 13.3726
H 17.7641 16.3290 11.6387
H 17.3154 14.6075 11.7214
H 17.6992 15.5962 13.2010
H 15.9883 19.2149 11.1156
H 15.5659 17.6839 10.6835
C 23.0475 9.3661 13.3607
C 21.8804 10.2533 13.1372
C 21.9191 11.5009 13.9174
O 23.1937 12.1146 13.8747
C 23.1841 13.1928 14.8143
N 21.8310 10.5946 11.7087
H 23.0710 8.4297 12.7977
H 23.0367 9.1360 14.4298
H 23.9250 9.9547 13.1457
H 20.9382 9.7275 13.3155
H 21.6702 11.4538 14.9682
H 21.2120 12.1857 13.4694
H 24.1950 13.5119 15.0169
H 22.7814 12.7602 15.7409
H 22.5715 14.0315 14.4910
H 20.9041 10.7647 11.3658
H 22.4147 11.3753 11.4928
C 17.6054 9.3776 17.3937
C 16.9510 10.2441 18.4554
C 15.9956 9.3774 19.3842
O 14.8521 8.7175 18.8319
C 13.9375 9.5944 18.3847
N 18.0149 10.7922 19.4079
H 16.8365 8.8720 16.8396
H 18.2978 8.6052 17.7973
H 18.1573 9.9747 16.6826
H 16.4527 11.0770 17.9714
H 15.6302 10.1079 20.1693
H 16.6627 8.6091 19.7716
H 14.1996 10.0613 17.4598
H 13.7140 10.4525 19.0796
H 12.9401 9.1017 18.2827
H 17.7120 11.5650 20.0056
H 18.8279 11.1169 18.9233
C 21.9691 20.0293 19.6587
C 21.8816 21.4781 19.2570
C 21.6899 21.6620 17.7583
O 21.7348 23.1062 17.5054
C 21.5321 23.3914 16.1277
N 20.8228 22.0700 20.0018
H 22.1354 19.9339 20.7455
H 22.6893 19.5336 19.0278
H 21.0054 19.5946 19.5285
H 22.8673 21.9209 19.4967
H 20.7816 21.2751 17.2869
H 22.5387 21.2749 17.2252
H 20.6706 22.8465 15.7312
H 22.4181 23.0546 15.5647
H 21.2919 24.4330 16.0465
H 20.8517 22.0706 21.0004
H 20.6391 23.0440 19.7692
C 21.4472 13.8053 10.4011
C 22.7182 14.7163 10.3929
C 23.9473 14.0226 10.9644
O 24.0686 12.6664 10.5254
C 25.2881 12.0811 10.9403
N 22.9059 15.1409 9.0120
H 21.3944 13.3246 11.3898
H 21.5399 13.0818 9.5815
H 20.5774 14.4293 10.2410
H 22.6588 15.5768 11.0611
H 23.9210 14.0422 12.0631
H 24.7185 14.6891 10.5962
H 25.3928 12.0405 12.0635
H 26.0738 12.6017 10.4246
H 25.2401 11.0533 10.6426
H 23.0260 14.3381 8.4289
H 23.8316 15.6087 8.9601
C 20.6525 17.2730 16.3272
C 20.5663 16.0025 15.6121
C 19.2512 15.2407 15.6945
O 19.0015 14.9660 17.0846
C 17.6928 14.3944 17.2952
N 20.8526 16.2386 14.2155
H 21.5526 17.7663 16.0545
H 20.5852 17.1323 17.3823
H 19.8074 17.9764 16.1633
H 21.3543 15.3296 15.9787
H 19.2520 14.3768 15.0554
H 18.4409 15.8524 15.3555
H 17.7137 14.1172 18.3361
H 17.5570 13.4457 16.7266
H 16.9208 15.1330 17.0825
H 21.0011 15.3697 13.7039
H 21.6613 16.8525 14.0563
```

Quick one: most stable of them? ii)